DFT (ωB97M-V with the def2-TZVPD basis set) results for a single H3NO2Si molecule at a distorted geometry.

```
! RIJCOSX wB97M-V def2-TZVPD def2/J DEFGRID3
* xyz 0 1
N 0.959 0.042 -0.404
O 1.840 -0.358 0.358
O 1.107 0.395 -1.553
Si -0.786 -0.071 0.301
H -0.271 0.009 1.551
H -1.327 1.283 -0.099
H -1.521 -1.300 -0.154
*
```

## Properties
- energy relative to the best compared isomer or geometry (same formula, charge and spin) (kcal per mole) = 12.30
- gap between HOMO and LUMO (eV) = 10.73
- highest occupied orbital energy (eV) = -10.616
- maximum force (eV/Å) = 2.98
- LUMO (eV) = 0.1
- SMILES = O=[N+]([O-])[SiH3]
- energy (eV) = -13507.748